Computed, not measured: C3H5FO as an isolated structure in a non-equilibrium geometry, with wB97M-V/def2-TZVPD.

Last column: Löwdin charge in e.
Positions of all 10 atoms, in Å:
C: 1.14513 0.78216 0.19526  -0.184
C: 0.13846 -0.34923 0.40540  -0.305
C: -1.18581 -0.44603 -0.31469  -0.007
O: 1.58065 -0.22995 -0.72416  -0.105
F: 0.50206 -1.19747 1.31067  0.133
H: 0.76855 1.63639 -0.28223  0.091
H: 1.74590 0.91190 1.03563  0.090
H: -1.98193 -0.43468 0.40160  0.069
H: -1.42005 -1.20509 -1.11518  0.105
H: -1.29297 0.53199 -0.91231  0.112

Results
HOMO-LUMO gap: 10.76 eV
E_HOMO: -9.85 eV
spin multiplicity: 1
E_LUMO: 0.91 eV

=====

Computed, not measured: the molecule C3H5FO in a non-equilibrium geometry, with wB97M-V/def2-TZVPD.

Last column: Löwdin charge in e.
Positions of all 10 atoms, in Å:
C: 1.61905 -0.21749 0.07023  -0.114
O: 0.55065 0.62854 -0.20507  -0.134
C: -0.58956 -0.09881 -0.18772  -0.165
C: -1.77513 0.50238 -0.04146  -0.145
F: -2.87802 -0.21498 0.04116  0.019
H: 1.60081 -0.52160 1.13251  0.095
H: 2.46854 0.56824 0.14954  0.130
H: 1.67590 -1.01416 -0.56391  0.053
H: -0.70956 -1.14596 -0.59282  0.153
H: -1.96268 1.51385 0.19754  0.109

Results
HOMO-LUMO gap: 9.86 eV
E_HOMO: -8.80 eV
spin multiplicity: 1
E_LUMO: 1.06 eV

=====

Computed, not measured: C3H5FO as an isolated structure in a non-equilibrium geometry, with wB97M-V/def2-TZVPD.

Last column: Löwdin charge in e.
Positions of all 10 atoms, in Å:
C: 0.63346 -0.10678 -0.39105  -0.295
C: -0.56304 0.95485 0.02085  -0.141
C: -0.44761 -0.98580 0.18908  -0.142
H: 1.06152 -0.34364 -1.41963  0.174
H: -0.68262 1.35020 1.10223  0.140
H: -0.92249 1.85560 -0.50197  0.104
H: -0.52099 -1.56310 -0.60138  0.068
H: -0.24592 -1.09255 1.36686  0.194
O: -1.54984 -0.06765 -0.06992  -0.133
F: 1.77471 0.12900 0.18888  0.031

Results
HOMO-LUMO gap: 11.14 eV
E_HOMO: -9.99 eV
spin multiplicity: 1
E_LUMO: 1.16 eV

=====

Computed, not measured: the molecule C3H5FO2 in a non-equilibrium geometry, with wB97M-V/def2-TZVPD.

Last column: Löwdin charge in e.
Positions of all 11 atoms, in Å:
O: 1.47492 -1.31796 0.17091  0.108
C: 0.91069 -0.08095 0.05072  -0.493
F: 1.76369 0.82653 -0.52585  0.077
C: -0.72367 -0.11214 -0.79022  0.035
C: -1.11936 0.51035 0.57235  -0.142
O: 0.22346 0.51586 1.14835  -0.052
H: 2.41391 -1.12731 0.25592  0.114
H: -1.16760 -1.05509 -0.93308  0.066
H: -0.78429 0.45919 -1.69289  0.081
H: -1.39469 1.46544 0.37286  0.073
H: -1.59706 -0.08392 1.37094  0.134

Results
HOMO-LUMO gap: 11.11 eV
E_HOMO: -10.19 eV
spin multiplicity: 1
E_LUMO: 0.92 eV

=====

Computed, not measured: the molecule C3H5FOS in a non-equilibrium geometry, with wB97M-V/def2-TZVPD.

Last column: Löwdin charge in e.
Positions of all 11 atoms, in Å:
C: -1.88093 0.19383 -0.11002  -0.137
O: -0.57520 -0.33667 -0.34836  -0.207
C: 0.58087 0.32951 0.00848  -0.765
S: 0.72609 2.00086 -0.08239  0.712
C: 1.78852 -0.62335 0.06724  -0.145
F: 2.95429 0.18879 -0.29226  -0.131
H: -2.20554 1.04744 -0.84628  0.110
H: -2.24493 0.42513 0.99211  0.115
H: -2.51514 -0.81056 -0.14691  0.115
H: 1.79487 -0.86343 1.32994  0.193
H: 1.57710 -1.55156 -0.57156  0.139

Results
HOMO-LUMO gap: 8.86 eV
E_HOMO: -8.98 eV
spin multiplicity: 1
E_LUMO: -0.11 eV

=====

Computed, not measured: the molecule C3H5FOS in a non-equilibrium geometry, with wB97M-V/def2-TZVPD.

Last column: Löwdin charge in e.
Positions of all 11 atoms, in Å:
O: 1.86477 0.61676 -1.60488  -0.023
C: 1.41296 1.52857 -0.97090  -0.624
S: -0.03782 1.40404 0.00252  0.931
C: 0.03724 -0.26426 0.68724  -0.432
C: -1.18153 -1.12220 0.19492  -0.224
F: -2.30097 -0.61782 0.89528  -0.104
H: 1.75668 2.63299 -0.97080  0.100
H: 0.91964 -0.71438 0.26816  0.067
H: -0.02810 -0.26713 1.76356  0.075
H: -1.12836 -2.17442 0.60203  0.132
H: -1.31452 -1.02216 -0.86714  0.101

Results
HOMO-LUMO gap: 10.28 eV
E_HOMO: -9.76 eV
spin multiplicity: 1
E_LUMO: 0.51 eV

=====

Computed, not measured: the molecule C3H5FOS in a non-equilibrium geometry, with wB97M-V/def2-TZVPD.

Last column: Löwdin charge in e.
Positions of all 11 atoms, in Å:
F: 2.28684 -1.10302 0.08126  -0.045
C: 1.21017 -0.38955 -0.43809  -0.196
C: 0.44154 0.28947 0.66179  -0.199
O: -0.63972 0.96515 0.01188  -0.146
C: -1.79859 0.37275 -0.23652  -0.668
S: -2.20824 -1.18834 0.11957  0.678
H: 1.61704 0.48238 -1.01833  0.134
H: 0.58705 -1.01692 -1.13439  0.130
H: -0.04839 -0.51487 1.27316  0.088
H: 0.96170 0.95809 1.37009  0.144
H: -2.40942 1.14487 -0.69041  0.080

Results
HOMO-LUMO gap: 9.45 eV
E_HOMO: -9.25 eV
spin multiplicity: 1
E_LUMO: 0.20 eV

=====

Computed, not measured: a 2-piece molecular cluster, C3H5FS overall in a non-equilibrium geometry, with wB97M-V/def2-TZVPD.

Last column: Löwdin charge in e.
Positions of all 10 atoms, in Å:
C: -1.09208 -1.20495 0.15714  -0.054
C: -0.93625 0.01286 0.57553  -0.216
C: 0.97527 1.24195 -0.38572  -0.356
F: -1.55087 0.78682 1.48907  0.007
S: 1.52103 -0.11142 -1.33639  0.722
H: -1.99525 -1.85650 0.54314  0.113
H: -0.38435 -1.63546 -0.46372  -0.031
H: 0.38131 1.94397 -0.85310  -0.008
H: 1.38509 1.50631 0.46384  -0.039
H: 1.69610 -0.68358 -0.18979  -0.137

Results
HOMO-LUMO gap (spin up / spin down): 8.35 / 8.13 eV
E_HOMO (spin up / spin down): -8.29 / -8.11 eV
spin multiplicity: 1
E_LUMO (spin up / spin down): 0.06 / 0.02 eV